[1]
Formula: C18H22N4O3S7Tb
Source: OMol25
Level of theory: ωB97M-V/def2-TZVPD

Last column: Mulliken spin population.
Geometry (Å):
Tb1 0.670 -0.166 -1.121  6.0370
C1 -0.977 2.594 2.390  -0.0012
C2 -1.220 1.447 3.359  0.0017
S1 -1.052 -0.212 2.578  0.0052
C3 0.214 -0.981 3.643  -0.0030
C4 1.560 -0.289 3.692  -0.0020
S2 2.339 -0.145 2.024  -0.0048
C5 2.919 1.584 2.088  0.0013
C6 1.837 2.632 2.279  -0.0001
S3 0.393 2.351 1.184  0.0027
H1 -0.800 3.519 2.935  -0.0002
H2 -1.840 2.736 1.741  0.0000
H3 -2.233 1.508 3.761  0.0003
H4 -0.519 1.467 4.189  0.0004
H5 0.334 -1.971 3.199  0.0075
H6 -0.212 -1.064 4.647  -0.0001
H7 2.226 -0.884 4.321  -0.0001
H8 1.492 0.712 4.114  0.0007
H9 3.373 1.713 1.103  0.0000
H10 3.679 1.672 2.870  -0.0003
H11 2.250 3.607 2.012  -0.0001
H12 1.468 2.668 3.304  0.0001
N1 -1.989 0.434 -0.513  -0.0072
C7 -2.437 1.301 -1.611  0.0027
C8 -1.386 2.413 -1.870  -0.0011
O1 -1.780 3.587 -1.949  0.0000
N2 -0.170 1.923 -1.976  0.0065
C9 0.898 2.901 -2.117  -0.0032
C10 2.073 2.584 -1.165  0.0047
O2 2.876 3.468 -0.873  0.0002
O3 2.124 1.393 -0.707  0.0230
H13 -2.633 -0.348 -0.411  0.0008
H14 -2.030 0.964 0.356  0.0051
H15 -3.403 1.787 -1.403  0.0000
H16 -2.537 0.692 -2.513  -0.0010
H17 0.530 3.914 -1.906  -0.0002
H18 1.295 2.885 -3.144  -0.0006
S4 4.503 -2.173 -3.629  0.0199
C11 3.196 -1.511 -2.825  -0.0027
S5 1.954 -0.668 -3.625  -0.0169
S6 3.120 -1.725 -1.126  0.0271
N3 -3.365 -4.260 -5.322  0.0131
C12 -2.723 -3.953 -4.407  -0.0041
C13 -2.028 -3.622 -3.257  0.0279
C14 -1.759 -4.605 -2.247  0.0205
C15 -1.219 -4.239 -1.078  0.0295
C16 -1.015 -2.789 -0.757  0.0700
N4 -0.962 -1.919 -1.927  0.0447
C17 -1.487 -2.346 -3.041  0.0004
H19 -1.971 -5.644 -2.472  0.0044
H20 -0.938 -4.958 -0.324  0.0002
H21 -1.868 -2.453 -0.111  0.0228
H22 -1.474 -1.640 -3.869  0.0001
S7 0.555 -3.476 1.339  0.3528
C18 0.148 -2.415 0.165  0.3157

Calculated values
- gap between HOMO and LUMO (alpha / beta) (eV) = 4.922 / 3.993
- LUMO level (alpha / beta) (Ha) = 0.1280 / 0.0961
- ΔE to the lowest compared entry with this formula, charge and spin (kcal/mol) = 0.00
- spin multiplicity = 8
- expectation value of S² = 16.444
- net charge = -2



[2]
Formula: C18H22N4O4S
Source: OMol25
Level of theory: ωB97M-V/def2-TZVPD

Last column: Löwdin charge in e.
Geometry (Å):
C1 -1.527 -0.857 -2.699  0.0233
C2 -0.422 -0.907 -1.983  -0.1519
C3 0.066 -2.127 -1.260  -0.1468
N1 0.499 -1.791 0.074  0.0053
C4 1.752 -1.973 0.571  -0.6233
S1 2.991 -2.853 -0.269  1.0135
C5 4.461 -2.317 0.671  -0.3381
C6 4.764 -0.865 0.328  -0.5736
O1 5.516 -0.547 -0.566  0.0609
N2 4.133 0.015 1.140  0.0618
C7 4.022 1.395 0.749  -0.0560
C8 2.783 1.615 -0.111  -0.4495
O2 2.120 0.726 -0.579  0.1123
O3 2.544 2.910 -0.287  0.0104
C9 1.424 3.263 -1.106  -0.2042
C10 0.113 3.173 -0.339  -0.0551
N3 1.871 -1.405 1.747  -0.0050
N4 0.704 -0.811 2.025  0.0972
C11 -0.126 -1.036 1.039  -0.2543
C12 -1.485 -0.525 1.017  -0.1488
C13 -1.741 0.680 1.674  -0.0476
C14 -3.016 1.204 1.670  -0.0669
C15 -4.056 0.549 1.028  -0.0200
C16 -3.815 -0.666 0.398  -0.2656
O4 -4.753 -1.414 -0.246  -0.0853
C17 -6.080 -0.947 -0.278  -0.0889
C18 -2.527 -1.199 0.400  0.0429
H1 -1.825 0.038 -3.218  0.0589
H2 -2.179 -1.709 -2.807  0.0654
H3 0.227 -0.049 -1.879  0.0921
H4 -0.697 -2.910 -1.230  0.1265
H5 0.945 -2.528 -1.780  0.0958
H6 5.266 -2.962 0.322  0.0853
H7 4.257 -2.468 1.728  0.0816
H8 3.375 -0.356 1.720  0.0919
H9 4.900 1.651 0.146  0.1387
H10 3.981 2.046 1.624  0.1359
H11 1.402 2.601 -1.978  0.1209
H12 1.626 4.287 -1.425  0.1237
H13 0.154 3.801 0.548  0.0827
H14 -0.079 2.147 -0.035  0.0518
H15 -0.703 3.507 -0.973  0.0817
H16 -0.932 1.178 2.184  0.1076
H17 -3.214 2.140 2.172  0.1071
H18 -5.041 0.987 1.038  0.1019
H19 -6.155 0.013 -0.799  0.0955
H20 -6.496 -0.849 0.729  0.0963
H21 -6.643 -1.699 -0.828  0.0929
H22 -2.386 -2.158 -0.069  0.1192

Calculated values
- gap between HOMO and LUMO (eV) = 8.851
- LUMO level (Ha) = 0.0239
- SMILES = C=CCn1c(SCC(=O)NCC(=O)OCC)nnc1-c1cccc(OC)c1
- ΔE to the lowest compared entry with this formula, charge and spin (kcal/mol) = 49.39



[3]
Formula: C18H23Br9O15
Source: OMol25
Level of theory: ωB97M-V/def2-TZVPD

Last column: Löwdin charge in e.
Geometry (Å):
C1 -3.839 0.484 -2.918  -1.5841
Br1 -2.695 -1.081 -3.361  0.5373
Br2 -4.201 0.451 -0.992  0.5647
Br3 -5.334 0.600 -4.065  0.6329
H1 -3.278 1.387 -2.979  -0.0540
C2 -0.427 -0.232 0.154  -1.5647
Br4 0.680 0.081 1.717  0.6122
Br5 0.390 -1.702 -0.796  0.6418
Br6 -0.608 1.373 -0.864  0.6108
H2 -1.415 -0.502 0.497  -0.0491
C3 -4.241 -3.508 1.961  -1.5488
Br7 -2.580 -4.243 1.071  0.4719
Br8 -4.455 -4.477 3.611  0.5860
Br9 -5.738 -3.687 0.760  0.5767
H3 -4.137 -2.429 2.130  -0.0456
C4 2.153 4.501 -3.510  -0.1423
C5 2.176 4.979 -2.085  -0.1407
O1 1.042 5.812 -1.984  0.0546
C6 0.743 6.329 -3.211  -0.5516
O2 0.092 7.222 -3.524  0.2145
O3 1.457 5.564 -4.132  0.0380
H4 1.551 3.608 -3.583  0.1157
H5 3.070 4.385 -3.977  0.1127
H6 3.124 5.554 -1.926  0.1439
H7 2.180 4.174 -1.339  0.1287
C7 0.697 -1.945 -4.805  -0.1619
C8 1.702 -2.748 -3.994  -0.1501
O4 2.841 -2.672 -4.793  0.0542
C9 2.670 -1.941 -5.924  -0.5671
O5 3.475 -1.712 -6.722  0.2099
O6 1.417 -1.421 -5.870  0.0716
H8 0.230 -1.119 -4.264  0.0892
H9 -0.145 -2.540 -5.171  0.1251
H10 1.455 -3.803 -3.892  0.1329
H11 1.953 -2.296 -3.026  0.0578
C10 4.050 -1.032 -1.041  -0.1202
C11 4.240 0.239 -0.194  -0.1207
O7 3.812 1.302 -1.051  0.0434
C12 3.285 0.790 -2.212  -0.5752
O8 2.971 1.458 -3.128  0.1837
O9 3.267 -0.527 -2.103  0.0150
H12 3.423 -1.716 -0.406  0.1150
H13 4.999 -1.476 -1.299  0.1294
H14 5.282 0.434 0.129  0.1411
H15 3.598 0.038 0.656  0.0801
C13 -0.906 -2.668 4.881  -0.1686
C14 -1.235 -3.972 5.615  -0.1798
O10 -0.477 -4.014 6.793  0.0460
C15 0.504 -3.005 6.628  -0.5245
O11 1.461 -2.947 7.281  0.2034
O12 0.181 -2.207 5.579  0.0585
H16 -1.807 -2.045 4.869  0.1253
H17 -0.523 -2.907 3.862  0.1332
H18 -0.970 -4.823 4.949  0.1377
H19 -2.311 -3.899 5.894  0.1092
C16 -2.849 3.020 3.569  -0.0899
C17 -1.767 2.116 4.233  -0.1062
O13 -2.236 0.784 4.028  0.0593
C18 -3.055 0.860 2.985  -0.5953
O14 -3.462 -0.069 2.347  0.1032
O15 -3.261 2.118 2.565  0.0641
H20 -2.378 3.839 3.066  0.1270
H21 -3.550 3.389 4.315  0.1345
H22 -1.520 2.341 5.271  0.1319
H23 -0.770 2.132 3.728  0.1158

Calculated values
- gap between HOMO and LUMO (eV) = 9.893
- LUMO level (Ha) = -0.0220
- ΔE to the lowest compared entry with this formula, charge and spin (kcal/mol) = 0.00



[4]
Formula: C18H23ClF3N7O2
Source: OMol25
Level of theory: ωB97M-V/def2-TZVPD

Last column: Löwdin charge in e.
Geometry (Å):
C1 -1.966 -1.025 3.020  -0.0310
C2 -2.688 0.056 2.057  -0.2770
C3 -3.269 1.449 2.646  -0.0471
N1 -2.861 -0.140 0.740  0.0598
C4 -1.544 -0.076 0.045  -0.1807
N2 -0.826 1.146 0.210  0.1478
C5 0.404 1.026 -0.528  -0.0960
C6 1.347 2.306 -0.525  -0.0466
C7 0.860 3.622 0.232  -0.1093
C8 1.296 3.525 1.781  -0.2220
O1 0.602 2.463 2.497  -0.0499
C9 0.881 4.891 2.542  -0.3458
F1 1.656 6.016 2.130  0.0615
F2 -0.502 5.175 2.407  0.0747
F3 1.178 4.677 3.934  0.0495
C10 2.714 2.359 -1.260  -0.1948
N3 3.507 3.625 -1.237  0.0234
C11 3.211 1.092 -2.030  0.0504
C12 2.302 -0.155 -2.039  -0.1141
C13 2.793 -1.451 -2.825  -0.1398
C14 3.258 -2.621 -1.791  -0.6973
O2 3.437 -2.323 -0.597  0.0134
Cl1 3.463 -4.281 -2.516  0.5829
C15 0.913 -0.197 -1.321  -0.1130
N4 0.138 -1.404 -1.441  0.1367
C16 -1.114 -1.339 -0.774  -0.1146
C17 -2.133 -2.564 -0.840  -0.1012
C18 -1.531 -3.962 -1.349  -0.6177
N5 -2.729 -4.902 -1.472  0.0236
N6 -0.643 -4.631 -0.317  0.0656
N7 -0.918 -3.935 -2.704  0.0625
H1 -2.682 -1.334 3.878  0.0964
H2 -1.029 -0.605 3.531  0.0915
H3 -1.772 -1.992 2.429  0.0714
H4 -3.415 2.201 1.786  0.0860
H5 -2.523 1.945 3.371  0.0820
H6 -4.296 1.317 3.149  0.0860
H7 -0.299 3.666 0.234  0.1240
H8 1.188 4.606 -0.267  0.1227
H9 2.409 3.291 1.857  0.1701
H10 -0.350 2.694 2.587  0.0820
H11 3.664 3.921 -0.264  0.0691
H12 2.889 4.298 -1.738  0.0838
H13 4.220 1.169 -2.570  0.1113
H14 3.651 -1.130 -3.507  0.1185
H15 1.971 -1.881 -3.518  0.1164
H16 -2.530 -2.741 0.227  0.1070
H17 -3.030 -2.214 -1.483  0.1374
H18 -3.403 -4.544 -0.760  0.0611
H19 -3.164 -4.599 -2.372  0.0714
H20 -1.212 -5.368 0.152  0.0739
H21 -0.534 -3.911 0.426  0.0587
H22 -1.070 -3.015 -3.135  0.0644
H23 0.079 -4.196 -2.683  0.0611

Calculated values
- gap between HOMO and LUMO (eV) = 7.425
- LUMO level (Ha) = -0.0349
- SMILES = CC(C)=Nc1nc2c(C[C@H](O)C(F)(F)F)c(N)cc(CC(=O)Cl)c2nc1CC(N)(N)N



What did the fourth record say?
Formula: C18H23ClF3N7O2
Source: OMol25
Level of theory: ωB97M-V/def2-TZVPD

Last column: Löwdin charge in e.
Geometry (Å):
C1 -1.966 -1.025 3.020  -0.0310
C2 -2.688 0.056 2.057  -0.2770
C3 -3.269 1.449 2.646  -0.0471
N1 -2.861 -0.140 0.740  0.0598
C4 -1.544 -0.076 0.045  -0.1807
N2 -0.826 1.146 0.210  0.1478
C5 0.404 1.026 -0.528  -0.0960
C6 1.347 2.306 -0.525  -0.0466
C7 0.860 3.622 0.232  -0.1093
C8 1.296 3.525 1.781  -0.2220
O1 0.602 2.463 2.497  -0.0499
C9 0.881 4.891 2.542  -0.3458
F1 1.656 6.016 2.130  0.0615
F2 -0.502 5.175 2.407  0.0747
F3 1.178 4.677 3.934  0.0495
C10 2.714 2.359 -1.260  -0.1948
N3 3.507 3.625 -1.237  0.0234
C11 3.211 1.092 -2.030  0.0504
C12 2.302 -0.155 -2.039  -0.1141
C13 2.793 -1.451 -2.825  -0.1398
C14 3.258 -2.621 -1.791  -0.6973
O2 3.437 -2.323 -0.597  0.0134
Cl1 3.463 -4.281 -2.516  0.5829
C15 0.913 -0.197 -1.321  -0.1130
N4 0.138 -1.404 -1.441  0.1367
C16 -1.114 -1.339 -0.774  -0.1146
C17 -2.133 -2.564 -0.840  -0.1012
C18 -1.531 -3.962 -1.349  -0.6177
N5 -2.729 -4.902 -1.472  0.0236
N6 -0.643 -4.631 -0.317  0.0656
N7 -0.918 -3.935 -2.704  0.0625
H1 -2.682 -1.334 3.878  0.0964
H2 -1.029 -0.605 3.531  0.0915
H3 -1.772 -1.992 2.429  0.0714
H4 -3.415 2.201 1.786  0.0860
H5 -2.523 1.945 3.371  0.0820
H6 -4.296 1.317 3.149  0.0860
H7 -0.299 3.666 0.234  0.1240
H8 1.188 4.606 -0.267  0.1227
H9 2.409 3.291 1.857  0.1701
H10 -0.350 2.694 2.587  0.0820
H11 3.664 3.921 -0.264  0.0691
H12 2.889 4.298 -1.738  0.0838
H13 4.220 1.169 -2.570  0.1113
H14 3.651 -1.130 -3.507  0.1185
H15 1.971 -1.881 -3.518  0.1164
H16 -2.530 -2.741 0.227  0.1070
H17 -3.030 -2.214 -1.483  0.1374
H18 -3.403 -4.544 -0.760  0.0611
H19 -3.164 -4.599 -2.372  0.0714
H20 -1.212 -5.368 0.152  0.0739
H21 -0.534 -3.911 0.426  0.0587
H22 -1.070 -3.015 -3.135  0.0644
H23 0.079 -4.196 -2.683  0.0611

Calculated values
- gap between HOMO and LUMO (eV) = 7.425
- LUMO level (Ha) = -0.0349
- SMILES = CC(C)=Nc1nc2c(C[C@H](O)C(F)(F)F)c(N)cc(CC(=O)Cl)c2nc1CC(N)(N)N